# 1
Computed, not measured: a cluster of 2 separate species, C4H10N2O in total in a non-equilibrium geometry, with ωB97M-V with the def2-TZVPD basis set.

Its gap between HOMO and LUMO (spin up / spin down) is 8.33 / 9.09 eV. The calculation puts the HOMO energy (spin up / spin down) at -8.107 / -8.791 eV.

Last column: Löwdin charge in e.
Cartesian coordinates (Å):
C  -1.4574  1.3515  -1.1848  -0.0510
C  -1.2601  -1.4611  0.8571  -0.1147
C  1.8574  0.6445  0.8473  -0.0992
N  -1.1458  -0.0560  0.5557  -0.0447
C  1.3526  0.1518  -0.4604  -0.3656
O  -1.6861  0.1986  -0.6363  -0.1405
N  1.5757  -1.0179  -0.8579  0.0841
H  1.1933  -1.2401  -1.7790  0.0508
H  -1.2962  2.2251  -0.5658  0.0835
H  -1.9500  1.4904  -2.1330  0.0713
H  0.7306  0.9210  -1.0515  0.0953
H  -1.7946  -2.0545  0.1050  0.0837
H  -1.7578  -1.5638  1.8245  0.0735
H  -0.2568  -1.8902  0.9441  0.0668
H  2.5158  1.5036  0.7103  0.0723
H  2.3797  -0.1545  1.3743  0.0746
H  0.9994  0.9518  1.4503  0.0599

=====

# 2
Computed, not measured: a structure of composition C28H35IrO6P, with ωB97M-V with the def2-TZVPD basis set.

Its gap between HOMO and LUMO (spin up / spin down) is 7.67 / 6.61 eV. As for the expectation value of S²: 6.017. The charge is +3. Its multiplicity is 5. The calculation puts the HOMO energy (spin up / spin down) at -16.093 / -17.096 eV.

Last column: Mulliken spin population.
Cartesian coordinates (Å):
Ir  -1.3895  0.3268  0.4787  2.3309
C  -2.4147  0.0054  3.4067  0.0336
C  -2.8646  -1.3037  2.8222  -0.0159
O  -2.9003  -1.2080  1.3776  0.1038
C  -4.2070  -1.1413  0.7645  0.0022
C  -4.5752  0.2827  0.4656  0.0062
O  -3.5016  0.8097  -0.3436  0.1093
C  -3.6664  2.1877  -0.7258  0.0052
C  -3.1040  3.1092  0.3358  0.0021
O  -1.7838  2.6945  0.7608  0.0783
C  -0.6822  3.0823  -0.0490  -0.0090
C  0.5553  2.9867  0.8056  0.0171
O  0.6931  1.6180  1.2085  0.0208
C  0.8976  1.4158  2.6198  0.0013
C  -0.4249  1.4009  3.3316  0.0078
O  -1.1760  0.3171  2.7440  0.0893
H  -2.2371  -0.1058  4.4780  -0.0010
H  -3.1270  0.8196  3.2470  -0.0009
H  -3.8438  -1.5911  3.2035  -0.0027
H  -2.1489  -2.0890  3.0604  0.0040
H  -4.9479  -1.6129  1.4093  -0.0017
H  -4.1462  -1.7112  -0.1586  0.0032
H  -4.6860  0.8833  1.3722  0.0016
H  -5.5074  0.3176  -0.1016  -0.0031
H  -4.7252  2.4041  -0.8799  0.0012
H  -3.1710  2.2973  -1.6883  -0.0036
H  -3.7065  3.0947  1.2419  0.0047
H  -3.0698  4.1376  -0.0289  0.0002
H  -0.8274  4.0831  -0.4591  0.0012
H  -0.9594  2.3642  -1.8991  0.0044
H  0.4578  3.6470  1.6684  -0.0003
H  1.4298  3.2793  0.2240  -0.0054
H  1.5609  2.1799  3.0262  -0.0005
H  1.3834  0.4443  2.7084  -0.0052
H  -0.9805  2.3330  3.2096  0.0021
H  -0.2840  1.2001  4.3951  0.0021
O  -0.5280  2.1047  -1.0745  0.0619
P  1.9288  -0.6441  -0.8749  0.2946
C  3.2465  0.0140  -1.8324  0.1286
C  4.4782  -0.6535  -1.9113  0.0471
C  5.4804  -0.1228  -2.7035  -0.0148
C  5.2668  1.0629  -3.3970  0.0615
C  4.0486  1.7340  -3.3101  -0.0130
C  3.0377  1.2178  -2.5256  0.0562
C  2.4117  -1.9067  0.2475  0.1071
C  3.3788  -1.5650  1.2110  0.0426
C  3.8300  -2.5253  2.0957  -0.0237
C  3.3173  -3.8185  2.0340  0.0690
C  2.3521  -4.1579  1.0905  -0.0167
C  1.8886  -3.2078  0.1989  0.0583
C  0.4977  -1.0987  -1.8506  0.1262
C  0.5941  -1.1623  -3.2370  0.0631
C  -0.4884  -1.6096  -3.9933  0.0047
C  -1.6627  -2.0061  -3.3759  0.0319
C  -1.7773  -1.9300  -1.9904  -0.0361
C  -0.7202  -1.4478  -1.2344  0.1432
H  4.6415  -1.5817  -1.3803  0.0039
H  6.4280  -0.6372  -2.7863  0.0011
H  6.0577  1.4705  -4.0128  0.0017
H  3.8994  2.6580  -3.8515  0.0001
H  2.0898  1.7380  -2.4461  0.0070
H  3.7832  -0.5598  1.2501  -0.0067
H  4.5852  -2.2748  2.8282  -0.0001
H  3.6799  -4.5713  2.7215  0.0020
H  1.9794  -5.1718  1.0387  0.0010
H  1.1662  -3.4878  -0.5568  0.0054
H  1.5198  -0.8974  -3.7309  0.0063
H  -0.3946  -1.6739  -5.0693  0.0014
H  -2.4848  -2.3898  -3.9650  0.0015
H  -2.6799  -2.2708  -1.5059  0.0042
H  -0.7714  -1.5864  -0.1318  -0.0040

=====

# 3
Computed, not measured: the ion C2H7N4 with charge +1 in a non-equilibrium geometry, with ωB97M-V with the def2-TZVPD basis set.

Its gap between HOMO and LUMO (spin up / spin down) is 9.17 / 9.17 eV. The charge is +1. The calculation puts the HOMO energy (spin up / spin down) at -14.185 / -14.186 eV.

Last column: Löwdin charge in e.
Cartesian coordinates (Å):
C  -1.3055  -0.4151  0.7750  -0.0859
C  1.8201  0.6862  -0.3191  -0.0604
N  -0.7463  -0.0406  -1.4955  0.2289
N  -1.5040  -0.4052  -0.6878  -0.0680
N  0.0643  -0.2945  0.7751  -0.0432
N  0.4598  0.6418  0.0270  -0.0285
H  -1.7901  0.4845  1.0144  0.1402
H  -1.7200  -1.2427  1.2086  0.1246
H  2.2179  -0.2886  -0.6613  0.1090
H  2.3972  1.0575  0.5883  0.1384
H  1.9305  1.4720  -1.0311  0.0873
H  -2.4963  -0.4788  -1.1416  0.2311
H  0.6726  -1.1766  0.9481  0.2265

=====

# 4
Computed, not measured: a cluster of 5 separate species, C18H29N5O2 in total in a non-equilibrium geometry, with ωB97M-V with the def2-TZVPD basis set.

Its gap between HOMO and LUMO is 8.79 eV. As for the structure (SMILES): c1cc[nH]c1.c1cc[nH]c1.c1cc[nH]c1.CN(C)C=O.CN(C)C=O. The calculation puts the HOMO energy at -8.060 eV.

Last column: Löwdin charge in e.
Cartesian coordinates (Å):
N  -14.8006  1.9528  -9.0322  0.0168
C  -14.6956  3.3018  -8.6443  -0.0908
C  -13.4131  3.3875  -8.0606  -0.1170
C  -12.8312  2.1196  -8.0570  -0.1439
C  -13.6676  1.2211  -8.6958  -0.0940
H  -15.6830  1.5458  -9.3254  0.0977
H  -15.5493  3.9585  -8.8957  0.1107
H  -12.8831  4.2481  -7.7175  0.0817
H  -11.9586  1.7373  -7.5876  0.0850
H  -13.6087  0.2393  -9.0284  0.0716
N  -17.7165  0.6500  -10.2322  0.0403
C  -18.1653  1.2368  -9.0497  -0.1243
C  -18.0441  2.5727  -9.1757  -0.1522
C  -17.7683  2.8462  -10.5026  -0.1206
C  -17.4807  1.6562  -11.1032  -0.1525
H  -17.4236  -0.2597  -10.4890  0.0964
H  -18.4397  0.7306  -8.1654  0.0963
H  -18.2485  3.3162  -8.4580  0.0913
H  -17.6704  3.7857  -10.9647  0.0864
H  -17.1294  1.4601  -12.1003  0.1064
N  -13.5714  2.9602  -11.7910  0.0429
C  -13.6847  3.9244  -12.7570  -0.1340
C  -14.1282  3.3197  -13.8910  -0.1065
C  -14.2673  1.9491  -13.5805  -0.1352
C  -13.8279  1.7197  -12.3293  -0.1493
H  -13.4109  3.0628  -10.8099  0.1001
H  -13.4875  4.9469  -12.4979  0.1071
H  -14.3492  3.8591  -14.7943  0.0908
H  -14.6729  1.2325  -14.2920  0.0913
H  -13.7218  0.7047  -11.8948  0.1021
C  -15.5714  -1.3044  -12.9139  -0.3502
O  -16.6086  -1.2137  -12.2149  -0.0519
N  -14.4284  -1.7057  -12.4342  -0.1777
C  -13.2331  -1.6604  -13.3137  -0.0307
C  -14.1749  -1.9737  -11.0063  -0.0083
H  -15.6587  -1.0767  -14.0148  0.1469
H  -13.6652  -1.6475  -14.3406  0.0940
H  -12.6279  -2.5531  -13.2243  0.0862
H  -12.6114  -0.7775  -13.1284  0.0639
H  -14.0127  -3.0144  -10.9476  0.0784
H  -13.2744  -1.3829  -10.6277  0.0966
H  -15.0355  -1.5976  -10.4717  0.0738
C  -10.4898  1.0059  -11.7066  -0.3097
O  -10.7866  -0.0654  -11.1004  -0.0620
N  -10.0160  2.0800  -11.0554  -0.1835
C  -9.7844  3.3233  -11.7495  -0.0600
C  -9.7415  2.0672  -9.6083  -0.0211
H  -10.6891  1.2352  -12.8001  0.1432
H  -10.3375  3.2056  -12.7253  0.0993
H  -8.7649  3.5891  -11.9552  0.0755
H  -10.1731  4.1078  -11.1116  0.0855
H  -9.8598  1.0967  -9.2251  0.0675
H  -8.7837  2.5382  -9.3943  0.0949
H  -10.4649  2.6527  -9.0802  0.0549

=====

# 5
Computed, not measured: a cluster of 2 separate species, C5H13N3 in total in a non-equilibrium geometry, with ωB97M-V with the def2-TZVPD basis set.

Its gap between HOMO and LUMO is 10.31 eV. As for the structure (SMILES): C/N=C\N.C=NCC. The calculation puts the HOMO energy at -9.459 eV.

Last column: Löwdin charge in e.
Cartesian coordinates (Å):
C  -1.5800  2.2324  1.9746  -0.1476
N  1.0325  1.6895  3.1254  0.0125
C  0.4486  0.9769  2.0200  -0.2929
N  -0.7526  1.0860  1.5985  -0.0177
H  -2.4927  1.9262  2.5120  0.0713
H  -1.9346  2.7105  1.0594  0.0698
H  -1.1142  2.9485  2.6704  0.0613
H  1.0630  1.0792  3.9393  0.0740
H  2.0266  1.9240  3.0045  0.0745
H  1.1729  0.2392  1.5533  0.1082
C  1.5402  -0.7885  -2.1295  -0.0861
C  0.2768  -1.4556  -1.4987  -0.3204
C  -1.3921  -2.3548  -2.7873  -0.0593
N  -0.8682  -1.2711  -2.3567  -0.0390
H  2.3941  -0.8840  -1.5361  0.0372
H  1.6564  -1.2989  -3.1108  0.0769
H  1.2794  0.2486  -2.3359  0.0677
H  0.0925  -0.9051  -0.5413  0.0994
H  0.4649  -2.4678  -1.2756  0.0721
H  -1.0245  -3.3643  -2.4933  0.0792
H  -2.2892  -2.2709  -3.3925  0.0588

=====

# 6
Computed, not measured: a structure of composition C34H29N5ORuS in a non-equilibrium geometry, with ωB97M-V with the def2-TZVPD basis set.

Its gap between HOMO and LUMO (spin up / spin down) is 6.58 / 4.76 eV. As for the expectation value of S²: 0.770. The charge is +1. Its multiplicity is 2. The calculation puts the HOMO energy (spin up / spin down) at -9.613 / -9.397 eV.

Last column: Mulliken spin population.
Cartesian coordinates (Å):
Ru  -0.5866  1.3188  0.0745  0.5088
C  -1.1104  5.0085  2.2466  -0.0262
C  -1.4279  3.8950  1.4553  0.0311
N  -0.5481  3.2747  0.6783  -0.0339
C  0.7338  3.7761  0.6535  0.0231
C  1.1197  4.9062  1.3821  -0.0289
C  0.1583  5.5052  2.2213  0.0250
C  2.4382  5.4030  1.2153  0.0909
C  3.2825  4.8047  0.3195  -0.0423
C  2.8973  3.6650  -0.4154  0.1100
C  1.6508  3.1084  -0.2073  -0.0470
N  1.0699  2.0048  -0.7805  0.2383
C  1.3852  1.4492  -2.0110  -0.0339
C  2.6120  1.2575  -2.6017  0.0576
C  2.6881  0.7186  -3.9090  -0.0179
C  1.5671  0.3913  -4.6208  0.0423
C  0.2837  0.5517  -4.0267  -0.0118
C  -0.9397  0.2404  -4.6726  0.0104
C  -2.1263  0.4369  -4.0192  -0.0104
C  -2.1024  0.9055  -2.6909  0.0119
N  -0.9789  1.1786  -2.0537  -0.0079
C  0.2107  1.0410  -2.7235  0.0060
H  -1.8803  5.4460  2.8622  -0.0005
H  -2.4372  3.5241  1.4596  0.0018
H  0.4364  6.3561  2.8288  0.0006
H  2.7500  6.2667  1.7838  0.0027
H  4.2737  5.2055  0.1632  -0.0008
H  3.5866  3.2445  -1.1291  0.0047
H  3.5248  1.4661  -2.0652  0.0030
H  3.6647  0.5780  -4.3494  -0.0001
H  1.6379  0.0100  -5.6294  0.0006
H  -0.9225  -0.1444  -5.6834  0.0000
H  -3.0759  0.2325  -4.4894  -0.0003
H  -3.0267  1.0508  -2.1451  0.0008
C  -3.4611  -1.9058  -0.0322  0.0014
C  -2.6499  -2.1714  1.2031  -0.0027
C  -2.8457  -3.3715  1.9339  0.0001
C  -2.0911  -3.5830  3.0462  -0.0004
C  -1.1362  -2.6186  3.4550  -0.0016
C  -0.3345  -2.8111  4.6044  0.0093
C  0.5493  -1.8361  4.9703  -0.0047
C  0.6698  -0.6657  4.2057  0.0137
C  -0.0714  -0.4443  3.0626  -0.0033
S  0.2677  1.0995  2.2570  0.0616
C  -1.0121  -1.4477  2.6742  0.0194
N  -1.7789  -1.2664  1.5664  0.0086
H  -3.7204  -2.8338  -0.5422  0.0001
H  -2.8998  -1.2692  -0.7176  -0.0011
H  -4.3949  -1.4023  0.2225  0.0003
H  -3.5881  -4.0858  1.6074  0.0003
H  -2.2095  -4.4831  3.6345  0.0001
H  -0.4407  -3.7205  5.1787  0.0006
H  1.1676  -1.9561  5.8483  0.0001
H  1.3758  0.0919  4.5194  0.0001
O  -3.4825  1.3750  1.0669  0.0127
C  -2.4175  1.2446  0.6860  -0.0109
C  2.0472  -3.1960  -1.8628  -0.0008
C  0.8741  -3.1592  -0.8787  -0.0001
C  -0.3711  -3.8186  -1.4818  0.0002
C  1.2452  -3.8203  0.4532  -0.0002
C  0.5546  -1.7531  -0.5981  0.0037
N  0.3372  -0.6632  -0.3262  -0.0144
H  2.3096  -4.2348  -2.0555  0.0001
H  2.9204  -2.6903  -1.4530  0.0002
H  1.7832  -2.7224  -2.8083  0.0000
H  -0.1411  -4.8612  -1.6978  0.0000
H  -0.6686  -3.3320  -2.4098  0.0000
H  -1.2076  -3.7879  -0.7830  0.0000
H  1.4523  -4.8740  0.2723  0.0002
H  0.4281  -3.7417  1.1707  -0.0001
H  2.1315  -3.3611  0.8877  -0.0001

=====

no.,electronic energy (Eh)
1,-342.9709
2,-1983.9452
3,-299.0024
4,-1127.4833
5,-362.5008
6,-2155.0295